Record 1
DFT (ωB97M-V with the def2-TZVPD basis set) results for C37H56N3O3PbS3Se as an isolated structure.

Structure (ORCA input):
```
! RIJCOSX wB97M-V def2-TZVPD def2/J DEFGRID3
* xyz 1 1
Pb -2.85014 -0.64375 -2.46320
C -1.08089 -2.32039 -5.69995
C -0.68253 -3.47410 -4.78083
S -1.66234 -3.60185 -3.25587
C -0.38375 -3.68650 -1.97374
C 0.61101 -2.53915 -1.93994
S -0.09134 -0.88214 -1.66848
C 0.70588 0.07309 -2.99445
C 0.52932 -0.39610 -4.43199
S -1.19159 -0.66029 -4.97752
H -2.07141 -2.48935 -6.12510
H -0.37844 -2.26859 -6.53262
H 0.36805 -3.41216 -4.50370
H -0.81549 -4.40812 -5.32479
H 0.16223 -4.62235 -2.09700
H -0.94020 -3.75051 -1.03622
H 1.19043 -2.49163 -2.85832
H 1.31497 -2.70611 -1.12175
H 1.77175 0.11469 -2.75844
H 0.29257 1.07378 -2.86327
H 1.06453 -1.32249 -4.63115
H 0.95449 0.37210 -5.07948
O -3.75583 -0.57409 -0.20168
C -4.04166 0.05545 0.84419
C -4.64781 -0.70144 2.00022
C -4.30263 -0.18033 3.39907
C -5.17991 0.98817 3.84417
C -5.34244 2.05436 2.75729
C -4.05797 2.32550 1.98491
N -3.80677 1.36316 0.90561
H -4.29731 -1.72278 1.87135
H -5.73188 -0.72085 1.84705
H -3.24807 0.10409 3.42161
H -4.40624 -1.00122 4.10896
H -4.74466 1.43675 4.73952
H -6.16849 0.61737 4.12626
H -5.67680 2.98919 3.20788
H -6.11657 1.76197 2.04269
H -3.19667 2.35661 2.65918
H -4.12266 3.29560 1.49741
H -3.36000 1.73783 0.08130
C 2.43689 -5.37151 4.19394
C 1.93396 -3.93795 4.34735
C 0.58320 -3.68825 3.67762
C 0.61142 -3.67873 2.15091
N 1.38937 -2.56258 1.60781
C 0.94113 -1.27266 1.54921
Se -0.78019 -0.71867 1.85633
N 1.98711 -0.51593 1.11380
C 2.00402 0.93925 0.98300
C 2.81441 1.60929 2.09198
C 2.13223 1.56125 3.45828
C 0.87131 2.42220 3.53510
C 3.09976 -1.32325 0.89047
C 4.36794 -1.02763 0.41352
C 5.25153 -2.08658 0.26390
C 4.87247 -3.39549 0.57383
C 3.59926 -3.68561 1.04461
C 2.72359 -2.62198 1.20345
H 3.35560 -5.52817 4.76107
H 2.65294 -5.62686 3.15362
H 1.69251 -6.08318 4.56004
H 2.67621 -3.23362 3.96005
H 1.83152 -3.71409 5.41082
H 0.17302 -2.72880 3.99713
H -0.12715 -4.45773 3.99395
H -0.40362 -3.56815 1.77361
H 1.03513 -4.59985 1.74848
H 0.96770 1.25792 1.00550
H 2.41183 1.18154 -0.00037
H 2.98372 2.65177 1.80609
H 3.79596 1.13221 2.15207
H 2.84879 1.89842 4.20974
H 1.88675 0.52362 3.70842
H 1.05646 3.42127 3.12700
H 0.54516 2.54247 4.56967
H 0.04589 1.96824 2.98076
H 4.65824 -0.01382 0.16292
H 6.25376 -1.89462 -0.09637
H 5.58453 -4.20070 0.44480
H 3.30825 -4.70275 1.27284
C 2.81175 5.48926 -2.71343
C 1.48393 4.77549 -2.65137
C 0.94944 4.35260 -1.43845
C -0.27517 3.69741 -1.37329
C -0.83693 3.24109 -0.05124
C -0.97630 3.46294 -2.55499
C -0.47456 3.88413 -3.78349
C -1.25137 3.65765 -5.05763
C 0.75627 4.53231 -3.81164
C -2.25984 2.67640 -2.48222
O -3.33328 3.18081 -2.23469
O -2.07421 1.39631 -2.73592
H 3.28966 5.52239 -1.73409
H 2.68720 6.51739 -3.05929
H 3.49154 4.99300 -3.40865
H 1.49290 4.55332 -0.51813
H -0.22691 3.59549 0.77928
H -0.86867 2.14632 0.00263
H -1.85371 3.62295 0.08621
H -1.87035 2.76066 -5.00206
H -0.58114 3.56527 -5.91261
H -1.92069 4.49877 -5.25405
H 1.15504 4.86429 -4.76695
*
```

For the HOMO-LUMO gap, the calculation gives 7.4 eV. Its molar mass is 973.2 g mol⁻¹. The calculation puts the HOMO energy at -9.88 eV.

Record 2
DFT (ωB97M-V with the def2-TZVPD basis set) results for a 2-piece molecular cluster, C5H14S overall.

Structure (ORCA input):
```
! RIJCOSX wB97M-V def2-TZVPD def2/J DEFGRID3
* xyz 0 1
C -1.91144 0.20053 -1.00286
C -3.15635 0.96509 -0.60325
H -1.17150 0.71366 -1.61616
H -1.37214 -0.04980 -0.09579
H -2.22661 -0.66316 -1.59435
H -3.51913 0.80554 0.41024
H -4.10438 0.77194 -1.12186
H -2.99763 2.03401 -0.76751
C 1.07292 -1.18663 1.17739
C 1.92012 -0.13849 1.87099
C 2.13044 -0.03962 -1.26629
S 1.46917 -1.61845 -0.57751
H 1.13764 -2.16492 1.69573
H -0.00915 -1.05882 1.26169
H 1.28389 0.30191 2.65177
H 1.94396 0.76024 1.24615
H 1.61678 0.77134 -0.73707
H 3.18285 0.02557 -0.98382
H 1.92258 0.14599 -2.29891
H 2.78796 -0.57590 2.35141
*
```

For the HOMO-LUMO gap, the calculation gives 9.3 eV. Its molar mass is 106.2 g mol⁻¹. The calculation puts the HOMO energy at -8.39 eV.